Here is a cluster of 2 separate species, C6H16 in total at a distorted geometry from the OMol25 dataset. Energies are from ωB97M-V with the def2-TZVPD basis set.

Element x y z (Å)
1 C 0.297 -3.080 -0.047
2 C -0.840 -2.066 -0.027
3 C -0.851 -1.152 -1.278
4 H 1.218 -2.657 0.328
5 H 0.060 -4.024 0.462
6 H 0.449 -3.507 -1.049
7 H -0.710 -1.408 0.842
8 H -1.823 -2.498 0.160
9 H -0.118 -0.367 -1.109
10 H -1.818 -0.665 -1.290
11 H -0.502 -1.679 -2.167
12 C 1.334 2.206 -0.520
13 C 0.757 2.197 0.892
14 C -0.722 1.891 1.053
15 H 1.017 3.094 -1.079
16 H 2.418 2.176 -0.413
17 H 0.953 1.385 -1.124
18 H 0.851 3.196 1.330
19 H 1.337 1.582 1.579
20 H -0.961 0.869 0.750
21 H -1.444 2.548 0.576
22 H -0.900 1.959 2.129

## Properties
Kohn-Sham gap = 12.235 eV
SMILES = CCC.CCC
ΔE to the lowest compared entry with this formula, charge and spin = 13.8 kcal/mol
spin multiplicity = 1
HOMO level = -11.1 eV

Calculated atomic charges, method Mulliken, unit e:
1. C -1.166
2. C -0.133
3. C -0.612
4. H 0.304
5. H 0.323
6. H 0.287
7. H 0.183
8. H 0.330
9. H -0.167
10. H 0.314
11. H 0.411
12. C -1.016
13. C -0.277
14. C -0.898
15. H 0.304
16. H 0.258
17. H 0.234
18. H 0.310
19. H 0.304
20. H 0.065
21. H 0.326
22. H 0.315